No. 1
106
Properties=species:S:1:pos:R:3 method="wB97M-V/def2-TZVPD" homo_ev=-12.734 gap_ha=0.293 mol_weight_g_mol=1064.82 e_tot_ha=-5188.0222 lumo_energy_ev=-4.8 total_charge=+1
N 3.386 -4.034 0.483
B 3.355 -2.562 0.386
O 4.471 -1.736 0.696
N 2.030 -1.902 -0.063
N 1.130 -1.853 0.898
C -0.015 -1.261 0.425
C -1.202 -1.213 1.497
C -2.500 -1.817 0.813
C -2.323 -3.273 0.218
C -3.443 -3.447 -0.923
S -2.870 -2.697 -2.526
O -3.352 -1.281 -2.554
O -1.398 -2.843 -2.732
Cl -3.780 -3.659 -4.145
C -0.338 -0.664 -0.906
C 0.776 -0.763 -1.948
B 0.659 -0.206 -3.469
O 1.758 0.283 -4.253
O -0.606 -0.153 -4.123
C 1.976 -1.473 -1.359
S 3.439 -1.774 -2.450
H 4.251 -4.300 0.962
H 3.345 -4.491 -0.431
H 4.999 -1.605 -0.114
H -1.428 -0.114 1.702
H -0.912 -1.685 2.477
H -2.898 -1.064 0.072
H -3.287 -1.897 1.635
H -1.338 -3.462 -0.300
H -2.426 -4.086 1.007
H -3.595 -4.551 -1.137
H -4.383 -2.915 -0.608
H -1.338 -0.192 -1.090
H 2.288 0.788 -3.599
H -1.307 -0.504 -3.541
H 3.236 -2.984 -3.085
C -8.584 -3.192 3.203
C -8.050 -2.333 4.332
O -6.906 -2.943 4.955
C -5.759 -2.865 4.272
O -5.639 -2.330 3.204
C -4.622 -3.519 5.050
F -4.947 -4.741 5.499
F -4.275 -2.793 6.125
F -3.513 -3.665 4.308
H -8.807 -4.199 3.563
H -9.489 -2.755 2.781
H -7.850 -3.299 2.401
H -8.812 -2.237 5.107
H -7.806 -1.322 3.994
C 5.276 4.736 -3.667
C 6.061 3.458 -3.440
O 6.165 3.152 -2.037
C 5.068 2.649 -1.466
O 4.032 2.444 -2.041
C 5.319 2.341 0.006
F 5.889 3.368 0.650
F 6.137 1.284 0.157
F 4.189 2.052 0.665
H 5.719 5.561 -3.105
H 5.260 4.996 -4.726
H 4.245 4.636 -3.324
H 7.081 3.589 -3.807
H 5.631 2.614 -3.985
C -4.583 -9.258 -0.661
C -5.819 -9.452 0.195
O -5.699 -8.756 1.449
C -5.868 -7.429 1.400
O -6.106 -6.809 0.400
C -5.749 -6.821 2.793
F -4.653 -7.244 3.443
F -6.798 -7.137 3.567
F -5.683 -5.482 2.762
H -3.688 -9.562 -0.113
H -4.654 -9.842 -1.579
H -4.447 -8.209 -0.932
H -5.931 -10.510 0.436
H -6.728 -9.142 -0.327
C 5.934 8.614 1.227
C 7.273 9.261 0.932
O 8.004 8.518 -0.058
C 7.585 8.664 -1.323
O 6.667 9.356 -1.660
C 8.459 7.853 -2.275
F 8.630 6.583 -1.862
F 9.687 8.380 -2.399
F 7.949 7.779 -3.515
H 6.071 7.571 1.523
H 5.416 9.145 2.026
H 5.290 8.611 0.346
H 7.884 9.259 1.836
H 7.161 10.302 0.622
C 0.635 3.442 -1.920
C -0.578 3.266 -1.046
O -0.443 3.971 0.196
C -0.614 5.303 0.132
O -0.863 5.906 -0.871
C -0.477 5.929 1.516
F 0.629 5.511 2.156
F -1.521 5.619 2.304
F -0.411 7.262 1.468
H 1.539 3.141 -1.385
H 0.540 2.844 -2.829
H 0.773 4.485 -2.210
H -0.690 2.209 -0.792
H -1.494 3.571 -1.560

=====

No. 2
15
Properties=species:S:1:pos:R:3 method="wB97M-V/def2-TZVPD" homo_ev=-8.867 gap_ha=0.348 mol_weight_g_mol=118.11 e_tot_ha=-441.1807 lumo_energy_ev=0.6 total_charge=0 relative_energy_kcal_mol=44.3
C -0.309 -0.505 -1.868
C -0.239 -1.055 -0.457
C -0.211 -0.321 0.690
C 0.314 1.703 2.139
H 0.387 -0.943 -3.713
H 1.652 -0.622 -2.608
H -0.045 0.561 -1.848
H -1.353 -0.764 -2.162
H -0.457 -0.997 1.509
H -0.305 1.801 0.137
H 0.285 0.976 2.935
N 0.736 -1.177 -2.741
N -0.001 1.076 0.901
O 0.311 2.895 2.266
F -0.570 -2.377 -0.281